[1]
This record from the Open Molecules 2025 dataset describes 2 unconnected molecules or ions with the total composition C4H4N2. The level of theory is the ωB97M-V functional and the def2-TZVPD basis.

Each line ends with the Löwdin charge.
Cartesian coordinates (Å):
H (2.712, -2.802, 1.338)  0.02
C (-0.225, -0.710, -0.368)  -0.08
C (0.400, -0.236, 0.639)  -0.01
H (2.261, -2.212, 1.268)  -0.02
C (-1.375, 0.776, -1.236)  -0.18
N (-1.020, -0.553, -1.331)  0.14
H (0.285, 1.834, 1.356)  0.10
H (-2.070, 1.138, -1.986)  0.12
N (-0.920, 1.591, -0.306)  0.07
C (-0.055, 1.114, 0.613)  -0.16

Properties
total charge = 0
structure (SMILES) = C1=C=NC=NC=1.[H][H]
relative energy (zero: lowest compared OMol25 entry of this formula, charge and spin) = 101.8 kcal/mol
highest occupied orbital energy = -10.14 eV
LUMO = -0.3 eV

***

[2]
This record from the Open Molecules 2025 dataset describes a molecular structure, C3BiF2LiO in a non-equilibrium geometry. The level of theory is the ωB97M-V functional and the def2-TZVPD basis.

Each line ends with the Löwdin charge.
Cartesian coordinates (Å):
F (1.781, -1.258, 0.415)  0.04
Li (-0.308, -2.784, -0.686)  0.83
O (-2.144, -0.335, 0.383)  -0.22
C (-1.430, -1.245, 0.612)  0.05
C (0.628, 0.594, -0.447)  -0.52
Bi (-1.252, 1.564, -0.377)  2.02
C (0.613, -0.726, -0.162)  -0.22
F (1.815, 1.288, -0.269)  0.03

Properties
total charge = +2
highest occupied orbital energy (alpha / beta) = -18.80 / -18.80 eV
LUMO (alpha / beta) = -12.4 / -12.4 eV

***

[3]
This record from the Open Molecules 2025 dataset describes a molecular structure, C8H18BBrNS in a non-equilibrium geometry. The level of theory is the ωB97M-V functional and the def2-TZVPD basis.

Each line ends with the Löwdin charge.
Cartesian coordinates (Å):
C (3.022, 0.862, 0.259)  -0.56
C (-2.595, -0.743, -0.377)  -0.22
H (-3.497, -0.666, -0.993)  0.10
C (1.599, 1.168, -0.213)  -0.28
B (0.004, -0.856, -0.586)  -0.33
H (0.425, 0.769, -1.952)  0.08
H (1.579, 2.172, -0.637)  0.10
C (0.752, -1.130, 1.919)  -0.13
H (-2.807, -1.530, 0.342)  0.11
H (-3.316, 0.691, 0.995)  0.09
H (0.615, -2.717, 0.610)  0.08
H (2.982, 0.030, 0.952)  0.05
H (-2.102, 2.523, -0.095)  0.06
H (1.778, -0.343, -1.805)  0.07
C (0.471, -1.632, 0.684)  -0.09
H (-1.583, 0.598, 1.019)  0.05
H (-1.454, -2.128, -1.563)  0.10
H (-1.447, -0.506, -2.219)  0.08
C (1.011, 0.187, -1.240)  -0.14
H (4.086, -0.695, -1.332)  -0.16
H (-1.856, 1.525, -1.378)  0.04
Br (-1.660, -0.407, 3.709)  -0.35
H (0.014, -0.543, 2.583)  -0.19
S (4.242, 0.602, -1.047)  0.69
C (-1.409, -1.068, -1.283)  -0.15
N (-2.458, 1.715, -0.587)  0.00
H (0.954, 1.199, 0.669)  0.10
H (1.709, -1.368, 2.391)  0.05
H (3.386, 1.720, 0.820)  0.06
C (-2.445, 0.570, 0.354)  -0.32

Properties
total charge = -1
highest occupied orbital energy = -3.94 eV
LUMO = 2.6 eV

***

[4]
This record from the Open Molecules 2025 dataset describes 2 unconnected molecules or ions with the total composition C4H14N2O in a non-equilibrium geometry. The level of theory is the ωB97M-V functional and the def2-TZVPD basis.

Each line ends with the Löwdin charge.
Cartesian coordinates (Å):
H (-2.927, -0.986, -0.058)  0.07
H (1.050, 1.361, -0.593)  0.06
C (1.954, 1.584, 1.104)  -0.29
H (0.521, 2.926, 1.728)  0.06
N (-1.979, -1.313, 0.102)  -0.04
H (1.650, 0.983, 1.953)  0.09
C (0.525, -0.465, 0.281)  -0.14
N (1.315, 2.893, 1.110)  0.01
H (3.013, 1.652, 0.993)  0.09
H (0.948, -1.397, -0.065)  0.09
H (-1.011, -0.272, -1.443)  0.10
H (-1.372, 0.698, -0.045)  0.09
H (-2.004, -2.497, -1.715)  -0.02
C (-0.995, -0.297, -0.345)  -0.25
C (1.600, 0.623, -0.077)  -0.17
H (-2.310, -3.866, -2.500)  0.03
O (-1.885, -3.003, -2.538)  -0.09
H (-1.958, -1.439, 1.127)  0.08
H (2.517, 0.334, -0.542)  0.10
H (0.332, -0.486, 1.362)  0.09
H (1.017, 2.965, 0.160)  0.04

Properties
total charge = 0
structure (SMILES) = NCCCCN.O
relative energy (zero: lowest compared OMol25 entry of this formula, charge and spin) = 48.9 kcal/mol
highest occupied orbital energy = -9.40 eV
LUMO = 0.9 eV

***

[5]
This record from the Open Molecules 2025 dataset describes 2 unconnected molecules or ions with the total composition C11H22Si in a non-equilibrium geometry. The level of theory is the ωB97M-V functional and the def2-TZVPD basis.

Each line ends with the Löwdin charge.
Cartesian coordinates (Å):
H (-1.787, -1.489, 2.367)  0.04
C (1.400, -0.542, -3.202)  -0.14
H (-2.443, 0.274, 2.565)  0.02
H (1.786, -1.348, -3.976)  0.11
H (-1.051, -1.404, 4.534)  0.04
C (1.083, -1.118, -1.886)  -0.49
H (-1.057, 2.801, -1.590)  0.03
H (3.065, -1.154, 0.135)  0.09
C (-1.891, -0.553, 2.898)  -0.08
H (-3.543, 0.433, -1.400)  0.08
H (2.374, 0.014, -3.099)  0.09
H (1.613, -3.108, -2.409)  0.07
H (-1.545, 1.358, 0.096)  0.07
H (2.521, -1.043, 2.074)  0.11
C (-2.647, -0.164, -1.083)  -0.13
C (1.428, 1.422, 1.721)  -0.16
H (0.601, 2.135, 1.622)  0.06
H (-2.862, -0.860, -0.302)  0.04
C (1.462, 0.277, 0.728)  -0.48
H (1.325, -2.709, -0.611)  0.04
H (3.478, 0.223, 1.261)  0.08
C (2.650, -0.535, 1.033)  -0.20
C (-1.395, 0.774, -0.818)  -0.42
H (-0.877, 1.822, -2.993)  0.05
H (-2.416, 2.057, -2.299)  0.09
H (-2.516, -0.708, -2.029)  0.07
C (1.409, -2.381, -1.627)  -0.03
C (-1.303, 1.861, -1.988)  -0.13
H (1.296, 1.115, 2.737)  0.05
C (-1.329, -0.433, 4.141)  -0.07
Si (0.303, -0.151, -0.553)  0.87
H (-1.212, 0.578, 4.589)  0.06
H (2.425, 1.875, 1.739)  0.07
H (0.619, 0.074, -3.702)  0.06

Properties
total charge = 0
structure (SMILES) = C=C(C)[Si](=C(C)C)C(C)C.C=C
relative energy (zero: lowest compared OMol25 entry of this formula, charge and spin) = 79.5 kcal/mol
highest occupied orbital energy = -7.04 eV
LUMO = 0.7 eV

***

[6]
This record from the Open Molecules 2025 dataset describes a molecular structure, C20H27AsF6MoN5O6P2. The level of theory is the ωB97M-V functional and the def2-TZVPD basis.

Each line ends with the Löwdin spin population.
Cartesian coordinates (Å):
N (-2.696, 4.401, -0.083)  0.00
H (0.597, -0.488, 3.963)  0.00
H (-3.925, 1.584, -1.058)  0.00
C (5.081, -0.660, -2.709)  0.00
F (5.023, -3.293, 3.848)  0.00
O (-1.910, 3.409, -3.140)  0.00
N (-0.845, 1.104, 2.562)  0.01
H (-2.857, -1.082, 1.901)  0.00
F (3.100, -2.192, 2.763)  0.00
O (-0.929, 2.226, -1.530)  0.03
C (-1.368, 1.080, -3.586)  0.01
C (-2.712, -2.053, -1.017)  0.00
C (2.930, 0.393, -2.208)  0.06
C (-3.906, 0.542, -1.377)  0.00
H (-1.612, -3.921, -0.679)  0.00
C (0.402, -2.854, -2.460)  0.00
H (-1.648, -2.835, 0.706)  0.00
P (0.052, -2.118, -0.833)  0.03
C (-2.660, 3.653, 1.051)  0.00
H (2.799, 2.473, -2.813)  0.00
Mo (-0.150, 0.329, -1.031)  1.79
F (3.925, -1.374, 4.936)  0.00
H (-1.296, 1.788, 1.940)  0.00
H (-0.248, -2.388, -3.201)  0.00
C (-2.951, 5.700, 2.433)  0.00
O (-1.809, 1.043, -4.713)  0.02
H (-3.559, 0.516, 1.661)  0.00
N (-3.096, 6.850, 2.478)  0.00
H (-2.322, 3.967, -0.920)  0.00
N (-2.718, 2.835, 4.428)  0.00
H (-1.036, 1.215, 3.545)  0.00
O (-0.863, 0.056, -2.948)  0.08
H (1.607, -0.988, 2.667)  0.00
C (-3.465, -0.479, 1.227)  0.00
F (2.844, -4.437, 3.712)  0.00
C (1.663, 0.367, -1.713)  0.29
H (0.267, -3.937, -2.449)  0.00
C (5.546, 0.524, -3.294)  0.21
H (1.236, -4.019, 0.102)  0.00
C (1.215, -2.944, 0.290)  0.01
F (3.676, -3.636, 5.890)  0.00
P (-2.641, -0.315, -0.392)  0.02
H (5.729, -1.527, -2.664)  -0.01
H (1.430, -2.612, -2.732)  0.00
H (2.216, -2.534, 0.166)  0.00
H (-3.654, 0.502, -2.437)  0.00
H (-4.448, -0.939, 1.106)  0.00
H (-4.891, 0.095, -1.224)  0.00
O (-2.529, 2.414, 0.971)  0.00
C (-2.764, 3.498, 3.479)  0.00
N (0.862, -0.393, 2.999)  0.00
H (-2.648, 5.403, -0.011)  0.00
H (6.545, 0.574, -3.707)  0.01
H (3.479, -1.653, -1.709)  0.01
C (-2.807, 4.305, 2.325)  0.00
As (3.405, -2.914, 4.338)  0.00
F (1.761, -2.516, 4.791)  0.00
C (4.708, 1.649, -3.322)  0.00
H (-3.686, -2.503, -0.806)  0.00
C (-1.574, -2.869, -0.386)  0.00
H (-2.589, -2.002, -2.102)  0.00
C (-1.413, 2.381, -2.715)  0.00
O (0.647, 0.507, 0.957)  0.09
H (0.925, -2.777, 1.327)  0.00
H (5.065, 2.573, -3.762)  -0.01
C (3.817, -0.739, -2.181)  0.15
C (3.443, 1.604, -2.795)  0.14
C (0.231, 0.427, 2.144)  0.02

Properties
total charge = -2
relative energy (zero: lowest compared OMol25 entry of this formula, charge and spin) = 21.3 kcal/mol
spin multiplicity = 4
highest occupied orbital energy (alpha / beta) = -1.74 / -3.32 eV
LUMO (alpha / beta) = 4.1 / 3.3 eV

***

Which electronic energy belongs to each record? In order, -7188.2761, -16613.9201, -91632.1724, -9401.4861, -19636.4747, -138500.3003 eV.